Density functional theory data (the ωB97M-V functional and the def2-TZVPD basis) for a 12-piece molecular cluster, C81H188N12O16 overall at a distorted geometry.

SMILES: CC1(C)CCCC(C)(C)N1O.CC1(C)CCCC(C)(C)N1O.CC1(C)CCCC(C)(C)N1O.CC1(C)CCCC(C)(C)N1O.CC1(C)CCCC(C)(C)N1O.COC[C@H](C)N.COC[C@H](C)N.COC[C@H](C)N.COCCNCCOC.COCCNCCOC.COCCNCCOC.COCCNCCOC
E_LUMO in hartree: 0.01887
Energy above the lowest of the compared OMol25 structures with the same formula, charge and spin in kcal/mol: 19.05
Multiplicity: 1
Orbital gap in eV: 8.888
E_HOMO in eV: -8.37

Each line ends with the Löwdin charge.
Element x y z (Å)
C -2.197 -8.452 5.220  -0.198
O 4.988 3.129 -2.392  -0.217
O -6.324 -4.847 0.285  -0.207
C -4.955 2.469 -4.114  -0.503
H -7.868 -5.483 1.397  0.099
C -1.203 -9.340 4.508  -0.145
H 0.709 4.861 -0.263  0.100
H -0.567 0.842 4.478  0.078
C 1.654 6.418 -4.005  -0.165
H 3.129 2.931 -1.252  0.096
H 1.459 9.219 5.938  0.072
H -1.241 -4.275 4.484  0.076
H 4.697 2.961 -0.322  0.086
H 2.857 -1.043 2.717  0.072
C 5.268 -0.720 -2.562  -0.090
H -7.025 3.064 -4.080  0.084
H -0.232 4.978 2.091  0.068
H -2.926 2.097 -6.212  0.089
N 1.484 1.106 2.006  0.069
C -0.637 7.436 -3.924  -0.504
H -2.977 -6.472 -3.499  0.149
H -1.436 3.316 -7.860  0.092
C 6.542 4.746 -3.287  -0.212
H 6.368 4.106 -4.204  0.127
H 0.518 -4.660 -3.371  0.073
H 0.633 -9.148 1.533  0.080
H -0.673 5.752 -5.315  0.021
H -2.977 -8.766 2.581  0.067
H -3.430 -6.942 3.211  0.056
H 0.531 3.984 5.469  0.114
H -2.523 -1.073 -4.042  0.088
H -3.707 3.921 -3.086  0.084
H -0.542 -7.265 5.670  0.113
C 7.038 6.259 -6.018  -0.226
H 2.120 1.227 2.782  0.078
C 2.337 0.552 7.275  -0.149
C 7.382 4.622 -7.575  -0.146
H 2.240 5.101 -2.511  0.098
C 1.177 1.497 7.428  -0.163
H -3.616 -0.218 -6.671  0.138
H -3.240 2.201 -2.726  0.068
H -1.118 4.020 -2.088  0.059
H -6.590 -2.828 0.697  0.122
H 5.209 6.470 -4.980  0.118
C -0.363 -4.086 -3.632  -0.052
H -6.284 0.391 -2.586  0.129
H -2.180 0.575 -4.630  0.079
O 3.240 -8.766 -4.229  -0.197
N 6.637 6.159 -3.506  -0.078
C -0.323 4.337 -2.713  0.003
H -1.711 4.739 -6.798  0.060
H 1.452 -0.613 5.596  0.101
C 1.793 5.635 6.120  -0.190
H -0.008 -2.748 -0.836  0.044
H -3.475 3.862 1.421  0.097
C -1.288 6.591 -5.056  -0.032
H 8.419 4.902 -7.388  0.076
C -0.115 -2.425 6.556  -0.019
C 1.817 -0.768 6.609  -0.112
H 4.309 1.520 -1.280  0.048
H 7.479 4.275 -2.930  0.123
C -0.620 -5.115 4.121  -0.036
H -6.200 -5.955 1.854  0.077
H -3.065 -5.340 3.811  0.099
H -2.733 -7.487 -1.032  0.096
H -1.886 0.318 5.274  0.038
H 3.209 0.867 6.682  0.114
H -0.602 1.573 -2.169  0.057
C 0.149 5.713 -2.169  -0.466
O -0.413 -6.939 1.836  -0.104
N -5.282 0.997 -3.966  -0.093
C -1.022 5.909 4.374  -0.009
H 3.674 8.873 4.291  0.077
H -6.230 -2.201 -1.581  0.100
H -6.219 -3.909 -2.244  0.140
H 1.003 7.813 1.951  0.101
N -1.086 -1.043 2.906  0.070
H -0.195 -4.683 3.253  0.063
C -1.680 0.829 4.390  -0.048
H -1.955 -1.111 8.203  0.121
H -4.878 3.782 -5.844  0.119
C -6.704 -3.539 -0.149  -0.228
O -1.956 6.753 -2.111  -0.024
O -3.047 2.022 2.299  -0.187
C 3.527 -0.009 -3.846  -0.264
H -1.383 2.195 7.229  0.070
H 2.567 -1.509 6.522  0.099
H 4.649 -7.319 -4.619  0.122
C -0.547 0.699 -1.550  -0.067
H -6.172 2.811 -2.496  0.077
H 0.533 -6.726 1.623  0.078
C 0.106 5.689 -0.675  -0.053
H -2.292 6.162 -4.791  0.103
H -3.266 -4.667 -5.089  0.075
H -3.106 0.170 -3.061  0.061
H 2.739 -5.260 3.490  0.081
C 2.685 6.685 5.460  -0.121
H 1.202 -9.681 3.167  0.088
H -1.091 -5.574 -5.012  0.167
H 2.307 4.917 6.734  0.099
H 2.711 0.282 8.278  0.103
H -2.957 -3.639 -3.922  0.052
H -0.781 -3.589 -2.677  0.092
H -1.492 6.421 3.501  0.098
H -0.885 5.545 -0.283  0.069
H -0.203 -3.305 -4.368  0.071
H 1.621 -7.671 -0.333  0.125
H -1.988 1.587 8.817  0.090
H -2.415 -8.819 6.224  0.109
C -1.846 -6.868 -1.044  -0.135
H 1.296 2.196 -4.284  0.135
H -6.019 2.564 -5.896  0.128
C 1.888 7.635 4.530  -0.486
H -1.055 6.457 5.308  0.070
H 6.740 6.928 -6.895  0.138
H 5.411 -1.360 -1.760  0.071
C -6.121 3.227 -3.491  -0.030
H 1.448 -0.263 -3.358  0.094
C 0.397 5.563 3.997  -0.542
H 2.806 0.511 0.511  0.121
H -2.103 -1.925 -1.331  0.104
C 1.194 4.763 5.063  -0.147
H 0.775 1.768 6.454  0.099
C 2.097 -0.402 -4.221  -0.183
H 2.162 -1.430 -4.430  0.105
H 5.926 4.630 -1.220  0.132
H -1.124 9.276 -4.990  0.071
H -2.022 -6.076 -0.367  0.059
C 0.320 -9.595 2.504  -0.037
C 0.081 0.971 8.335  -0.511
H 4.115 -0.355 -4.740  0.132
H -5.938 4.279 -3.565  0.077
H 2.049 4.230 4.579  0.131
H 3.449 6.217 4.805  0.131
N -0.609 6.966 -2.539  -0.057
H -3.347 2.443 0.320  0.074
C -3.888 -2.533 -0.187  -0.161
H 4.440 -9.954 -5.516  0.106
H 5.184 -8.487 -3.347  0.131
O -0.528 3.317 -5.986  -0.223
C 1.608 5.960 -2.584  -0.137
H 0.898 7.944 -5.297  0.121
H 3.275 7.817 3.032  0.082
H 2.152 -6.127 -0.911  0.122
C 4.314 -7.900 -3.753  -0.206
H 4.607 5.145 -2.281  0.100
H -1.192 1.310 1.885  0.095
H -1.484 4.888 4.490  0.102
H -1.071 -7.438 -0.577  0.061
C 0.843 7.673 -4.259  -0.134
H -0.231 1.583 -6.921  0.126
H -4.832 -2.078 -5.262  0.084
N -0.477 -7.421 3.204  -0.031
H -2.812 -5.039 -2.483  0.097
C -2.174 0.938 2.035  -0.233
C -2.977 -0.045 -4.137  -0.028
C 6.266 6.705 -4.780  -0.223
H 0.197 -0.799 0.367  0.090
H 2.920 -8.659 -1.820  0.128
N 3.369 -7.788 -1.517  -0.055
H -0.611 -1.945 5.713  0.048
N -2.499 -4.108 -4.710  0.022
H -0.219 -0.593 3.161  0.029
H 1.233 1.910 1.465  0.057
H 1.305 2.560 -6.711  0.136
H 0.366 -2.474 9.293  0.086
H -3.205 -8.339 4.765  0.109
C -4.414 -0.010 -4.656  -0.493
C 0.914 8.489 5.396  -0.018
H -2.832 3.019 -4.272  0.073
H 0.594 -3.212 6.179  0.084
O 0.389 7.584 2.680  -0.047
H 1.048 6.119 6.763  0.108
H -6.213 -1.104 -4.845  0.095
H 2.959 -10.722 -4.822  0.076
H 1.417 4.499 2.571  0.077
C 1.972 0.103 1.093  -0.418
C -2.658 -6.181 3.215  -0.033
C 3.285 -6.920 0.722  -0.190
H -1.467 7.258 -5.921  0.094
H -7.773 -3.617 -0.350  0.121
O -1.204 -0.882 8.796  -0.045
H 1.374 -1.746 1.990  0.037
C 2.821 8.531 3.715  -0.043
H -2.118 -10.137 1.825  0.090
H -6.747 -4.330 2.250  0.087
H -0.874 2.844 8.834  0.068
H 0.145 8.927 4.817  0.066
O 2.431 -6.217 1.688  -0.239
H 3.976 -6.490 3.166  0.085
C -5.913 -3.229 -1.396  -0.235
N 1.189 6.734 3.534  -0.071
H 3.121 7.305 6.218  0.110
H 7.398 3.511 -7.741  0.099
H 1.788 -1.440 9.345  0.057
H 1.021 -0.213 -5.921  0.114
H 1.125 5.625 -4.530  0.102
H -5.345 0.201 -6.459  0.112
O 0.559 1.024 -0.676  -0.164
C 4.213 2.596 -1.249  -0.058
H 1.977 6.673 -1.916  0.101
H -2.637 0.542 1.088  0.129
H -1.231 -1.862 3.535  0.075
O -5.333 0.687 -2.574  -0.065
C -3.616 2.904 -3.494  -0.017
C 0.409 4.599 2.869  -0.063
C -1.359 -6.426 3.920  -0.509
H 1.798 -2.936 8.354  0.106
H 5.772 0.139 -2.361  0.053
C 2.555 -7.107 -0.603  -0.256
H 0.495 3.631 -2.623  0.072
C 3.799 -6.998 -2.655  -0.210
C -1.474 -4.938 -4.116  -0.472
N 1.603 0.403 -5.342  -0.049
C -3.985 1.852 -6.428  -0.182
H -1.712 -10.363 4.507  0.144
H 3.016 -6.369 -3.055  0.110
H -1.997 -1.602 0.407  0.101
H 1.481 -0.749 -0.768  0.124
H -4.373 -4.425 -0.964  0.113
H 0.885 2.065 9.985  0.092
H -2.542 -5.983 2.158  0.079
C 0.672 -1.358 7.481  -0.497
H 5.719 -1.227 -3.397  0.092
H -5.199 -1.673 -3.542  0.038
C -1.000 4.006 -7.127  -0.111
C 0.343 2.254 -6.257  -0.228
H 4.653 -6.368 -2.420  0.120
H -0.269 4.667 -7.585  0.092
C -5.174 -1.333 -4.551  -0.023
C 5.444 4.451 -2.241  -0.242
H 0.036 3.669 3.249  0.074
C 0.588 1.033 9.784  -0.016
H -0.216 -0.195 -2.070  0.072
H -0.243 -9.370 5.090  0.131
C 1.191 -2.058 8.707  -0.039
C -1.281 8.853 -4.001  -0.047
C -2.958 2.917 1.213  -0.105
H 0.179 -5.245 4.858  0.078
H 3.726 1.100 -3.771  0.133
C -2.362 -2.368 -0.356  -0.232
H 8.120 6.370 -5.825  0.122
H 6.433 7.788 -4.690  0.122
O -1.680 -3.587 -0.196  -0.216
H -4.379 -1.537 -0.230  0.122
H 3.581 -7.962 1.062  0.135
H -0.025 -10.595 2.229  0.077
C -2.099 0.015 3.171  -0.401
H -2.133 1.816 4.320  0.079
H -0.643 4.371 -3.763  0.063
H -2.029 -6.396 6.062  0.134
H -1.910 3.166 0.945  0.083
H 0.381 7.837 6.099  0.060
C -0.892 -8.858 3.092  -0.511
C 2.292 -1.230 1.802  -0.031
H 4.358 -10.487 -3.807  0.081
H 2.994 -1.860 1.262  0.079
C -4.341 0.436 -6.134  -0.154
H -3.037 -0.506 3.388  0.146
C 3.755 -10.025 -4.603  -0.140
H 4.251 -6.329 0.592  0.137
H 7.572 6.547 -3.297  0.122
C 2.918 -6.243 3.040  -0.097
C -6.821 -5.146 1.536  -0.131
H -4.167 -2.904 0.832  0.122
H 1.544 2.434 7.824  0.114
H 0.171 -4.414 -0.162  0.096
H 1.469 0.437 9.850  0.051
C -4.944 2.719 -5.614  -0.154
C -2.042 -9.064 2.079  -0.018
H -0.160 -2.974 0.941  0.076
H -2.406 8.817 -3.779  0.104
C -1.558 -7.063 5.303  -0.145
C -0.269 -3.411 -0.070  -0.069
H -0.808 9.565 -3.332  0.073
N -0.330 -0.329 7.807  -0.079
O 6.624 4.952 -6.447  -0.202
H -1.813 -8.471 1.177  0.065
H 1.237 8.391 -3.586  0.111
H -2.053 7.375 -1.399  0.093
C 0.967 -0.119 -0.030  -0.269
H 0.434 6.605 -0.232  0.073
H -0.184 0.837 10.462  0.069
C -1.110 1.976 8.257  -0.016
H 2.424 9.433 3.219  0.092
H 2.325 -6.950 3.626  0.073
O 3.860 -0.695 -2.711  -0.167
O -1.282 -6.381 -2.202  -0.156
C 0.725 1.508 -4.990  -0.221
H 2.604 6.587 -4.430  0.093
H -0.197 1.263 -4.393  0.099
H 7.016 5.069 -8.538  0.098
C -2.195 -5.759 -3.050  -0.224
H -1.503 0.540 -1.047  0.076
H -4.134 2.150 -7.482  0.121
N -4.484 -3.422 -1.235  -0.049
H -0.811 -2.921 7.273  0.084